A gas-phase ion, C6H16INOP (charge +1) at a distorted geometry. Source: OMol25; level of theory: ωB97M-V/def2-TZVPD.

Calculated values
Charge: +1
E (Ha): -1006.94509
HOMO-LUMO gap (hartree): 0.34312

Cartesian coordinates (Å):
C1 1.835 -0.574 2.765
C2 1.608 0.419 -2.138
C3 -2.751 0.677 -0.993
C4 1.436 -1.512 1.582
C5 1.468 0.658 -0.691
C6 -2.849 -0.125 0.306
N1 -1.450 1.174 -1.171
O1 -0.322 -1.611 -0.587
P1 0.441 -0.646 0.172
I1 -1.241 0.611 1.641
H1 2.608 -0.927 3.382
H2 2.119 0.365 2.227
H3 1.089 -0.293 3.480
H4 1.365 1.340 -2.799
H5 2.525 -0.008 -2.329
H6 0.789 -0.382 -2.404
H7 -3.206 0.095 -1.795
H8 -3.495 1.505 -1.055
H9 0.795 -2.326 1.998
H10 2.327 -2.033 1.110
H11 1.142 1.675 -0.237
H12 2.437 0.563 -0.023
H13 -3.968 -0.019 0.678
H14 -2.369 -1.171 0.249
H15 -1.446 2.012 -1.721
H16 -0.888 0.532 -1.647


A molecular structure, C33H33IrN4O2S4. Source: OMol25; level of theory: ωB97M-V/def2-TZVPD.

Calculated values
Charge: +2
E (Ha): -3343.43839
HOMO-LUMO gap (hartree): 0.26601

Cartesian coordinates (Å):
Ir1 0.152 -0.276 0.382
C1 0.527 2.622 0.825
N1 -0.031 1.695 -0.215
C2 0.788 1.764 -1.463
C3 2.101 1.046 -1.229
C4 3.298 1.455 -1.775
C5 4.444 0.706 -1.519
C6 4.358 -0.410 -0.707
C7 3.128 -0.763 -0.176
N2 2.026 -0.061 -0.455
C8 -1.490 1.909 -0.415
C9 -2.276 1.199 0.667
C10 -3.511 1.623 1.106
C11 -4.201 0.841 2.027
C12 -3.630 -0.333 2.488
C13 -2.377 -0.694 2.023
N3 -1.730 0.056 1.131
C14 0.919 1.906 2.086
C15 1.294 2.580 3.230
C16 1.680 1.849 4.344
C17 1.676 0.465 4.280
C18 1.283 -0.152 3.110
N4 0.915 0.565 2.038
H1 -0.199 3.406 1.045
H2 1.410 3.113 0.412
H3 0.950 2.797 -1.779
H4 0.231 1.250 -2.249
H5 3.341 2.346 -2.387
H6 5.393 1.008 -1.941
H7 5.225 -1.012 -0.477
H8 2.998 -1.618 0.477
H9 -1.748 1.447 -1.367
H10 -1.740 2.970 -0.470
H11 -3.933 2.547 0.734
H12 -5.174 1.154 2.382
H13 -4.138 -0.964 3.203
H14 -1.863 -1.593 2.343
H15 1.288 3.662 3.248
H16 1.983 2.358 5.250
H17 1.970 -0.138 5.127
H18 1.244 -1.224 2.961
C19 -2.189 -0.611 -3.423
S1 -0.907 -1.570 -2.623
C20 -1.707 -3.157 -2.722
O1 -1.026 -1.205 -1.133
H19 -2.337 -1.009 -4.427
H20 -1.861 0.424 -3.505
H21 -3.106 -0.686 -2.839
H22 -1.692 -3.468 -3.767
H23 -2.728 -3.065 -2.352
H24 -1.135 -3.855 -2.115
O2 0.418 -2.098 1.221
C21 0.603 -3.452 0.894
C22 -0.672 -4.192 1.292
C23 -1.939 -3.877 0.892
C24 -2.911 -4.804 1.352
C25 -2.355 -5.807 2.088
S2 -0.665 -5.621 2.239
C26 1.784 -3.924 1.749
C27 1.882 -3.819 3.107
C28 3.111 -4.307 3.622
C29 3.930 -4.773 2.639
S3 3.211 -4.631 1.098
C30 0.903 -3.813 -0.569
C31 1.527 -3.127 -1.570
C32 1.698 -3.880 -2.765
C33 1.199 -5.140 -2.651
S4 0.520 -5.411 -1.109
H25 -2.150 -3.023 0.260
H26 -3.970 -4.734 1.150
H27 -2.853 -6.637 2.564
H28 1.077 -3.453 3.731
H29 3.367 -4.328 4.671
H30 4.909 -5.212 2.741
H31 1.859 -2.108 -1.482
H32 2.177 -3.502 -3.657
H33 1.201 -5.927 -3.388


8 unconnected molecules or ions with the total composition C28H42NO24 at a distorted geometry. Source: OMol25; level of theory: ωB97M-V/def2-TZVPD.

Calculated values
Charge: -1
E (Ha): -2952.29544
HOMO-LUMO gap (hartree): 0.34475

Cartesian coordinates (Å):
N1 0.468 0.370 0.179
O1 1.126 -0.697 0.114
O2 0.552 1.047 1.231
O3 -0.618 0.310 -0.459
C1 -2.579 1.882 1.645
C2 -4.106 1.740 1.286
C3 -4.451 0.874 0.127
O4 -5.178 -0.182 0.723
C4 -5.293 -0.056 1.986
O5 -5.842 -0.785 2.889
O6 -4.718 1.079 2.318
H1 -2.431 2.360 2.652
H2 -1.977 2.374 0.952
H3 -1.981 0.936 1.679
H4 -4.608 2.857 1.272
H5 -3.445 0.385 -0.248
H6 -4.987 1.443 -0.513
C5 -0.060 3.363 3.861
C6 -0.635 2.371 4.756
C7 -0.024 0.968 4.387
O7 0.758 0.610 5.549
C8 0.639 1.458 6.517
O8 1.098 1.349 7.543
O9 -0.159 2.509 6.128
H7 1.072 3.369 3.795
H8 -0.287 4.487 4.150
H9 -0.478 3.463 2.947
H10 -1.800 2.495 4.622
H11 0.731 0.871 3.423
H12 -0.556 0.269 4.008
C9 -0.439 -3.536 -1.210
C10 -1.459 -3.399 -0.089
C11 -2.424 -2.234 -0.349
O10 -3.691 -2.888 -0.211
C12 -3.637 -4.141 -0.173
O11 -4.679 -4.762 -0.117
O12 -2.339 -4.541 -0.005
H13 -0.064 -2.411 -1.437
H14 -0.792 -3.673 -2.307
H15 0.167 -4.457 -0.738
H16 -0.878 -3.329 0.991
H17 -2.125 -1.660 -1.404
H18 -2.220 -1.559 0.504
C13 3.141 -3.661 1.226
C14 3.003 -3.021 2.695
C15 1.729 -2.282 2.958
O13 1.323 -2.889 4.244
C16 1.962 -4.021 4.553
O14 1.602 -4.814 5.459
O15 2.924 -4.120 3.701
H19 2.514 -4.500 0.972
H20 4.169 -3.943 0.964
H21 3.166 -2.680 0.512
H22 3.925 -2.285 3.049
H23 0.880 -2.625 2.222
H24 1.889 -0.989 2.793
C17 1.535 2.706 -2.611
C18 0.856 3.741 -1.786
C19 1.176 4.007 -0.345
O16 1.306 5.327 -0.174
C20 1.179 5.899 -1.393
O17 1.211 7.080 -1.567
O18 1.048 5.041 -2.282
H25 1.554 1.762 -2.249
H26 2.602 2.461 -2.476
H27 1.465 2.937 -3.701
H28 -0.233 3.601 -1.781
H29 2.190 3.702 0.112
H30 0.417 3.411 0.379
C21 -2.667 1.530 -3.062
C22 -2.050 0.682 -4.178
C23 -0.595 0.016 -3.802
O19 -0.781 -1.364 -4.111
C24 -2.012 -1.532 -4.510
O20 -2.430 -2.683 -4.863
O21 -2.756 -0.505 -4.431
H31 -2.838 1.121 -1.971
H32 -3.625 1.797 -3.598
H33 -2.027 2.534 -3.120
H34 -2.078 1.245 -5.107
H35 -0.244 -0.077 -2.820
H36 0.128 0.637 -4.377
C25 4.284 -2.294 -1.996
C26 4.089 -1.417 -3.288
C27 2.755 -0.962 -3.347
O22 2.934 0.371 -3.804
C28 4.182 0.789 -3.596
O23 4.658 1.889 -3.834
O24 4.933 -0.297 -3.212
H37 4.538 -1.715 -1.007
H38 5.149 -3.010 -2.281
H39 3.594 -3.097 -1.670
H40 4.398 -1.938 -4.058
H41 2.146 -0.900 -2.363
H42 2.127 -1.594 -4.045


2 unconnected molecules or ions with the total composition H3N4O2 at a distorted geometry. Source: OMol25; level of theory: ωB97M-V/def2-TZVPD.

Calculated values
Charge: -1
E (Ha): -371.13842
HOMO-LUMO gap (alpha / beta) (hartree): 0.26462 / 0.27328

Cartesian coordinates (Å):
N1 0.057 1.074 -1.176
N2 0.412 -1.733 0.698
N3 0.668 0.409 -1.895
N4 -0.609 1.199 -0.039
O1 0.241 1.493 0.868
O2 -1.804 1.564 -0.211
H1 0.998 -1.342 -0.058
H2 0.555 -0.966 1.251
H3 -0.519 -1.698 0.564